<1>
21
Properties=species:S:1:pos:R:3:lowdin_charge:R:1 method="wB97M-V/def2-TZVPD" orbital_gap_ev=3.644 total_charge=+1
O -1.1017 -0.6379 0.0280 0.156
C -0.4750 -0.9924 -0.9198 -0.202
C 0.5383 -0.1482 -1.6003 0.189
C 1.2023 1.0341 -1.1335 -0.110
C 2.4335 0.5964 -0.2494 -0.109
C 2.0938 -0.3732 0.8775 -0.282
N 1.2035 0.2062 1.8313 0.071
N -5.3563 0.1448 0.4431 0.016
H -0.6730 -1.9500 -1.4423 0.152
H 1.0004 -0.6176 -2.4673 0.154
H 0.5387 1.6941 -0.5611 0.152
H 1.6194 1.5410 -2.0021 0.145
H 3.1598 0.1261 -0.9044 0.124
H 2.9023 1.4580 0.2163 0.135
H 3.0069 -0.6763 1.3912 0.133
H 1.7034 -1.3392 0.4511 0.126
H 0.2416 0.1471 1.5575 0.050
H 1.2932 -0.1662 2.7783 0.112
H -4.4948 0.4268 -0.0271 -0.003
H -5.2620 0.3524 1.4146 -0.007
H -5.5742 -0.8259 0.3184 -0.001

=====

<2>
21
Properties=species:S:1:pos:R:3:lowdin_charge:R:1 method="wB97M-V/def2-TZVPD" orbital_gap_ev="4.586 / 3.252" total_charge=+1
C -0.3339 1.7247 0.9564 -0.229
C -0.7237 1.4121 -1.3797 -0.104
C -1.6589 1.9914 2.9235 -0.093
C 2.0783 -3.5414 -2.1496 0.018
C 1.4304 -1.7826 -0.5407 0.284
N -1.1964 1.5260 0.0075 -0.079
N -0.3982 1.9497 2.2070 -0.061
O 1.4956 -2.3058 -1.7626 -0.058
H -0.7929 0.3700 -1.7792 0.075
H -1.3569 1.9181 -2.0712 0.070
H 0.2753 1.8298 -1.3899 0.073
H -1.6483 2.4127 4.0029 0.115
H -1.9637 0.9881 3.0798 0.058
H -2.5290 2.5024 2.4527 0.091
H 2.9571 -3.3322 -2.6567 0.091
H 1.3514 -3.8286 -2.9857 0.146
H 1.8923 -4.2429 -1.3288 0.122
H 0.8121 -0.9477 -0.5355 0.070
H 2.1237 -2.1541 0.2651 0.162
H -2.1606 1.7882 -0.1564 0.129
H 0.3464 1.7221 2.8409 0.121

=====

Relative energies, unit kJ/mol: <1> 0.0; <2> 196.9

=====

<1>
21
Properties=species:S:1:pos:R:3:lowdin_charge:R:1 method="wB97M-V/def2-TZVPD" orbital_gap_ev=10.038 total_charge=+1
O 1.1597 -1.6487 0.8517 0.001
C 2.1792 -1.2803 0.2944 -0.185
C 2.5279 0.1501 -0.0572 -0.236
N 3.9408 0.2293 -0.4125 0.011
H 2.9429 -2.0424 0.0685 0.137
H 1.8650 0.5362 -0.8344 0.120
H 2.2992 0.6716 0.8788 0.127
H 4.0245 0.2909 -1.4160 0.078
H 4.3455 1.0746 -0.0298 0.080
C -3.2961 0.2002 -0.6529 -0.035
C -1.9865 0.4159 0.0117 -0.348
C -1.3046 1.5368 0.1819 0.119
N -1.5045 -0.8201 0.6795 0.208
H -3.7042 1.1134 -1.0773 0.098
H -3.2202 -0.4988 -1.4930 0.098
H -4.0306 -0.2469 0.0211 0.098
H -0.3866 1.5190 0.7443 0.074
H -1.7155 2.4216 -0.2793 0.092
H -1.7963 -1.6447 0.1436 0.169
H -1.8808 -0.9938 1.6154 0.182
H -0.4589 -0.9839 0.7614 0.111

=====

<2>
21
Properties=species:S:1:pos:R:3:lowdin_charge:R:1 method="wB97M-V/def2-TZVPD" orbital_gap_ev=10.441 total_charge=+1
C 0.7500 -0.4469 2.0722 -0.016
C 0.2454 -0.9959 0.7482 -0.236
N -0.8690 -1.9697 1.0064 0.213
C -0.4319 0.0637 -0.1556 -0.405
O -1.6602 -0.0130 -0.2417 0.049
N 0.3113 0.9100 -0.8637 -0.117
C -0.3190 1.7443 -1.8727 -0.002
C 1.7571 0.8147 -0.9084 -0.023
H 1.1981 -1.2032 2.7164 0.101
H -0.0766 0.0640 2.5773 0.110
H 1.4930 0.3228 1.8935 0.081
H 1.0134 -1.5131 0.1800 0.155
H -1.1349 -1.9607 1.9927 0.169
H -0.5990 -2.9345 0.8190 0.177
H -1.6638 -1.6055 0.4209 0.149
H -1.3897 1.5902 -1.8491 0.092
H 0.0851 1.5416 -2.8645 0.107
H -0.1740 2.7983 -1.6457 0.104
H 2.1134 0.0684 -1.6256 0.110
H 2.1919 0.5399 0.0452 0.073
H 2.1923 1.7746 -1.1784 0.108

=====

Relative energies, unit kJ/mol: <1> 131.3; <2> 0.0

=====

<1>
21
Properties=species:S:1:pos:R:3:lowdin_charge:R:1 method="wB97M-V/def2-TZVPD" orbital_gap_ev=10.275 total_charge=+1
N 1.3837 -1.5835 -0.8767 0.225
C 0.3921 -2.2886 -0.4011 -0.141
N -0.8759 -2.0110 -0.5463 0.085
C -1.4583 -0.6229 -0.4381 -0.108
C -0.8324 0.1355 0.7243 -0.189
C -0.6572 1.6400 0.5441 -0.166
C 0.7211 2.0418 0.0032 -0.215
O 1.6959 1.3542 0.8421 -0.104
H 2.3234 -1.9048 -1.0369 0.149
H 1.1875 -0.6252 -1.1410 0.119
H 0.6831 -3.2721 -0.0990 0.160
H -1.5731 -2.6682 -0.2335 0.158
H -1.3599 -0.0830 -1.3774 0.128
H -2.5089 -0.8180 -0.2561 0.128
H 0.1755 -0.1935 0.8921 0.073
H -1.3056 -0.0936 1.6792 0.129
H -1.3666 2.0826 -0.1568 0.120
H -0.7187 2.1061 1.5238 0.123
H 1.0577 1.6843 -0.9716 0.108
H 0.7717 3.1244 0.0484 0.123
H 2.2649 1.9956 1.2773 0.093

=====

<2>
21
Properties=species:S:1:pos:R:3:lowdin_charge:R:1 method="wB97M-V/def2-TZVPD" orbital_gap_ev=9.296 total_charge=+1
N -0.0437 1.6701 -0.7458 0.114
C -0.6101 0.8376 0.2520 -0.281
C -1.7595 0.9030 0.9576 -0.055
N -2.8981 1.8065 0.6144 0.178
C 0.4203 -0.2446 0.4330 -0.199
C 0.7015 -1.1613 -0.7489 -0.139
C 1.9712 -2.1273 -0.3947 -0.315
O 3.0690 -1.3598 -0.5926 -0.087
H 0.8617 1.4546 -1.2304 0.131
H 0.0372 2.6327 -0.6005 0.074
H -2.0494 0.0404 1.5997 0.139
H -2.9375 2.5945 1.3581 0.216
H -2.9228 2.2747 -0.2645 0.144
H -3.7733 1.3018 0.4564 0.171
H 1.3702 0.0545 0.9069 0.139
H 0.0593 -0.8150 1.2870 0.109
H 1.0779 -0.6563 -1.6534 0.109
H -0.2033 -1.7690 -0.8859 0.118
H 1.7898 -2.6211 0.6310 0.137
H 1.8947 -2.9930 -1.1154 0.121
H 3.9448 -1.8232 -0.2641 0.175

=====

Relative energies, unit kJ/mol: <1> 0.0; <2> 178.8